61
Properties=species:S:1:pos:R:3:lowdin_charge:R:1 method="wB97M-V/def2-TZVPD" orbital_gap_ev="6.93 / 3.95" multiplicity=3 charge=+3
Pd 0.99640 -1.33467 0.87688 0.793
C -1.40672 0.63676 -1.00461 -0.096
N -0.45395 1.14094 -0.02851 -0.079
C 0.73435 1.78825 -0.59996 -0.102
C 1.71632 0.81754 -1.17691 -0.291
N 1.96854 -0.39095 -0.71599 0.027
C 3.00473 -0.91224 -1.49242 -0.220
C 3.65518 -2.14326 -1.42928 -0.022
C 4.66285 -2.36520 -2.34351 -0.050
C 5.01771 -1.39521 -3.29828 -0.039
C 4.37881 -0.17530 -3.36908 0.019
C 3.36410 0.04141 -2.44248 -0.166
N 2.51632 1.11919 -2.21650 0.196
C -1.29040 -0.82505 -1.31593 -0.192
N -0.63274 -1.75422 -0.58052 0.114
C -0.85678 -2.93516 -1.17672 -0.151
C -0.38483 -4.23735 -0.82524 0.054
C -0.76922 -5.27178 -1.61922 0.005
C -1.60707 -5.05446 -2.75212 0.086
C -2.08239 -3.77294 -3.12576 0.086
C -1.69181 -2.74658 -2.32432 -0.123
N -1.92222 -1.37455 -2.35412 0.222
H -1.37450 1.18886 -1.95323 0.151
H -2.42362 0.77165 -0.61879 0.161
H -0.92286 1.83461 0.54286 0.106
H 1.22370 2.33741 0.20879 0.127
H 0.46424 2.52038 -1.36932 0.141
H 3.39747 -2.88629 -0.68344 0.103
H 5.20392 -3.30119 -2.32650 0.120
H 5.81848 -1.61371 -3.99106 0.125
H 4.65972 0.56875 -4.10187 0.129
H 2.52894 1.99793 -2.71189 0.186
H 0.24607 -4.37282 0.04367 0.118
H -0.44787 -6.28194 -1.40619 0.138
H -1.89261 -5.90643 -3.35692 0.146
H -2.71097 -3.65067 -3.99780 0.149
H -2.48654 -0.87744 -3.03152 0.203
Ge -0.08285 0.13667 2.77243 1.157
C 0.63487 -1.61389 3.09808 -0.481
C 1.98046 -1.82355 3.49350 -0.097
C 2.43519 -3.10296 3.75128 -0.025
C 1.57181 -4.19183 3.61785 -0.008
C 0.25646 -4.01056 3.20889 -0.050
C -0.21203 -2.73160 2.93472 -0.141
C 0.85320 1.76118 2.95255 -0.393
C 0.10724 2.91753 3.21795 -0.113
C 0.75294 4.13313 3.37843 -0.036
C 2.13640 4.19949 3.26686 -0.016
C 2.88369 3.05630 2.99242 -0.040
C 2.24859 1.83760 2.83742 -0.116
H -1.60387 0.17725 2.68540 0.008
H 2.64320 -0.98304 3.65665 0.101
H 3.45344 -3.25698 4.08212 0.132
H 1.92973 -5.18596 3.85260 0.132
H -0.41317 -4.85762 3.13822 0.126
H -1.25238 -2.58725 2.66384 0.107
H -0.97137 2.87063 3.32630 0.107
H 0.18148 5.02367 3.60176 0.127
H 2.63931 5.14809 3.40102 0.129
H 3.96051 3.12132 2.91398 0.125
H 2.84210 0.95669 2.62107 0.092

8
Properties=species:S:1:pos:R:3:lowdin_charge:R:1 method="wB97M-V/def2-TZVPD" orbital_gap_ev=8.84 multiplicity=1 charge=0
Si 1.50794 0.11437 -0.00192 -0.789
Si -2.29242 0.12439 0.85597 -0.266
Cl 0.58718 -0.98933 -1.51089 0.201
Cl 1.23116 -0.78997 1.72016 0.333
Cl -2.22833 -1.76495 0.25931 0.140
Cl 0.79333 1.92583 0.17445 0.314
Cl -2.39581 1.04191 -0.90270 0.136
H 2.79695 0.33773 -0.59437 -0.071

Energy relative to the best compared isomer or geometry (same formula, charge and spin) in eV, matching the order above: 0.020 0.211
Energy in eV, matching the order above: -96878.037 -78389.148